Density functional theory data (ωB97M-V/def2-TZVPD) for C76H110F20N22O42S20 as an isolated structure.

Structure (XYZ):
```
290
Properties=species:S:1:pos:R:3:forces:R:3
C 0.15114 9.63500 26.56054 -1.13 -0.96 -0.44
N -0.30062 10.87144 27.22473 -1.05 -1.36 -0.41
C 0.56098 11.82080 27.57151 0.05 -0.77 -1.07
C 0.05560 12.92458 28.11769 0.16 2.12 1.03
C -1.28359 13.08558 28.39621 -0.48 1.03 0.84
C -2.18146 12.08551 28.07298 0.71 -0.07 0.09
C -1.62363 10.98964 27.47798 -0.49 -0.57 -0.36
C -1.69322 14.38067 29.02906 -0.65 -0.28 -1.18
C -2.78095 15.07732 28.52571 -0.58 0.23 -0.48
C -3.10510 16.32057 29.01788 -1.15 0.68 -0.82
N -2.41596 16.91983 29.99081 0.62 0.01 0.47
C -1.36221 16.25242 30.50657 -1.75 -0.28 -1.80
C -0.99643 15.01485 30.01692 0.82 1.34 1.18
C -2.79848 18.24397 30.64364 0.18 -1.16 -1.43
H -0.39936 9.49778 25.59890 0.45 0.36 0.70
H -0.12510 8.76294 27.19291 0.48 0.66 -0.29
H 1.20708 9.69378 26.36551 0.35 -0.09 0.12
H 1.58882 11.75824 27.28266 0.47 -0.45 0.09
H 0.73914 13.71405 28.36205 0.14 0.17 0.07
H -3.23061 12.04427 28.31624 -0.05 0.35 0.02
H -2.33129 10.21159 27.18722 0.81 -0.30 -0.05
H -3.40952 14.71780 27.70808 0.32 -0.12 0.35
H -3.96371 16.84981 28.57495 0.53 -0.12 0.50
H -0.94965 16.80074 31.28001 1.50 0.37 1.52
H -0.08125 14.69985 30.44104 0.69 -1.04 0.24
H -2.52232 18.14243 31.68040 0.05 0.37 0.20
H -3.84728 18.23286 30.52057 -1.24 0.34 0.41
H -2.41747 19.11712 30.09801 0.40 -0.51 0.27
C -13.55621 3.18077 32.40890 -0.38 -1.47 -0.97
N -12.53853 4.17942 32.22120 0.05 2.29 -1.69
C -11.68234 4.54336 33.19312 -0.07 -0.34 -0.44
C -10.81858 5.61387 33.01456 -0.30 0.44 -0.46
C -10.87430 6.39988 31.80794 -0.73 -0.67 2.80
C -11.80816 6.03418 30.86380 -0.17 -1.42 -0.46
C -12.62974 4.91642 31.06845 1.34 0.24 0.69
C -10.11459 7.65324 31.73097 2.70 0.26 0.28
C -10.27618 8.62340 30.75283 -1.28 -0.92 0.26
C -9.43406 9.67303 30.66137 -0.34 0.82 -0.52
N -8.41918 9.86234 31.48894 1.09 0.55 -0.40
C -8.13223 8.94147 32.40736 0.29 -0.32 0.98
C -8.97333 7.84417 32.54933 0.11 -1.10 0.39
C -7.61130 11.10904 31.23517 0.04 -0.49 -0.37
H -13.23649 2.39335 33.07849 0.02 0.14 0.36
H -13.74462 2.69585 31.43872 0.20 0.11 0.30
H -14.49180 3.63024 32.68007 -0.30 0.32 0.61
H -11.80791 3.86569 34.03457 0.67 0.64 0.34
H -10.17158 5.90204 33.84651 -0.21 -0.24 -0.28
H -11.73305 6.51119 29.90020 -0.68 0.06 -0.15
H -13.30066 4.52067 30.32330 -0.13 0.20 -0.04
H -11.13285 8.59517 30.11264 -0.19 0.03 -0.46
H -9.55315 10.42734 29.90435 -0.14 0.13 -0.09
H -7.22287 9.08420 33.04006 -1.00 -0.04 -0.74
H -8.67510 7.05996 33.28338 -0.20 0.96 -0.67
H -7.54952 11.24426 30.12828 0.16 -0.23 0.96
H -6.61339 11.01770 31.68207 -0.51 0.03 -0.18
H -8.18263 11.92999 31.65750 0.23 0.02 0.08
C -2.18310 4.01947 30.16875 -0.63 -1.58 1.31
N -2.23185 4.40111 31.64061 0.13 0.03 0.55
C -1.33557 5.36812 31.94176 0.22 -0.71 -2.61
C -1.00948 5.71645 33.18683 -0.87 0.63 2.90
C -1.74434 5.11660 34.21317 -0.38 0.01 1.37
C -2.82550 4.21509 33.95703 1.06 -0.29 -0.61
C -3.01968 3.82317 32.64822 1.01 1.49 -1.55
C -1.37929 5.51611 35.61920 -1.41 0.98 1.78
C -0.07758 5.84867 36.02208 -1.38 -1.10 -0.92
C 0.25371 6.06369 37.32068 -1.97 0.47 -0.11
N -0.74255 6.18763 38.22314 0.19 -0.34 1.88
C -2.04204 6.07745 37.90810 0.83 -0.17 -1.04
C -2.37353 5.74072 36.63923 -0.98 -0.97 -2.76
C -0.48147 6.39174 39.68996 0.05 0.70 -0.92
H -1.18698 3.66168 29.87320 -0.16 0.59 0.44
H -2.57094 4.81665 29.57935 -0.03 0.64 -0.32
H -2.84496 3.16505 30.09595 -0.25 -0.07 -0.27
H -0.75592 5.79697 31.11286 -0.83 -0.44 0.18
H -0.28553 6.51407 33.42977 -0.40 -0.77 -0.43
H -3.43001 3.63287 34.66773 0.44 0.87 0.18
H -3.84609 3.16884 32.37890 0.50 -0.04 -0.30
H 0.68003 5.83757 35.30579 1.38 -0.10 -1.00
H 1.27097 6.22599 37.51943 0.96 0.22 1.12
H -2.83053 6.22731 38.60894 -0.11 0.25 0.75
H -3.47000 5.64753 36.42636 1.10 -0.03 0.14
H -0.05528 5.49015 40.13510 0.32 0.41 -0.16
H -1.43025 6.60814 40.15956 -0.24 -0.14 0.03
H 0.07692 7.32862 39.73322 0.54 -0.47 0.44
C 1.50138 10.89547 31.93225 -0.53 0.11 0.10
N 0.22533 10.83798 32.66042 0.78 -1.33 -0.38
C -0.28086 9.62778 32.99863 0.21 1.79 0.14
C -1.44673 9.61689 33.71400 0.02 -1.01 -0.50
C -2.16951 10.75333 33.97459 -0.02 0.73 -0.86
C -1.57111 11.96308 33.57401 -1.08 -1.24 0.67
C -0.37814 11.98568 32.93008 0.48 0.99 0.01
C -3.53777 10.64250 34.56852 0.65 1.64 -0.35
C -4.07461 9.43133 34.91300 -0.80 -0.64 0.36
C -5.15188 9.44209 35.80377 1.38 -1.03 -1.28
N -5.69782 10.57912 36.20125 -0.80 -0.96 -0.33
C -5.35798 11.75588 35.64045 -0.13 -0.55 1.38
C -4.26843 11.81634 34.86005 0.80 -1.25 -0.52
C -6.73380 10.44460 37.21502 -0.05 -0.19 1.92
H 1.28395 10.72073 30.90470 -0.09 0.11 -0.96
H 2.16960 10.12180 32.23197 0.43 -0.47 0.56
H 1.88709 11.88128 32.09529 0.54 0.29 -0.11
H 0.30965 8.78874 32.68893 0.04 -0.41 0.02
H -1.80990 8.66550 34.01874 -0.19 -0.60 0.16
H -2.06837 12.85754 33.76489 -0.57 1.46 0.20
H 0.14503 12.92088 32.63413 -0.54 -0.82 0.24
H -3.69290 8.47852 34.52267 -0.15 0.48 0.55
H -5.49703 8.49210 36.19747 -0.26 0.41 0.18
H -5.83394 12.61289 36.05396 -0.57 0.54 -0.11
H -4.02604 12.77453 34.49993 0.57 0.67 -0.34
H -6.86789 11.44299 37.63828 -0.40 -0.27 0.02
H -6.31889 9.76612 38.01594 -0.39 0.99 -0.78
H -7.67524 9.96598 36.87840 0.62 0.62 -0.33
C -0.56242 14.01635 38.54006 1.11 1.88 0.93
N -1.55418 15.13890 38.48577 0.11 -2.04 -0.38
C -2.49159 14.98917 37.55061 -0.87 1.88 -0.99
C -3.60985 15.84453 37.52594 0.80 -1.82 -0.21
C -3.83308 16.64948 38.63553 -0.04 -0.16 -1.05
C -2.76660 16.89705 39.48319 0.72 -1.74 0.63
C -1.64163 16.04168 39.43210 0.60 2.07 1.93
C -5.20029 17.16515 38.85722 -0.33 1.87 1.06
C -5.33129 18.45096 39.47835 -0.59 -1.53 -0.25
C -6.55713 18.87595 39.88558 -0.83 -1.44 -0.28
N -7.66112 18.08797 39.65771 -0.83 0.87 -0.23
C -7.63365 16.95032 38.91954 1.22 1.16 1.36
C -6.36974 16.46384 38.58579 -0.60 -1.12 -1.48
C -8.94344 18.66469 40.17492 -0.18 0.25 0.12
H -0.07962 13.92735 37.57615 -0.43 -0.51 -0.38
H -1.03001 13.15915 38.99910 -0.10 -0.34 -0.32
H 0.25129 14.39687 39.17283 -0.27 -0.31 0.10
H -2.19616 14.26027 36.81365 -0.64 -0.14 -0.25
H -4.36207 15.74375 36.73998 0.29 -0.11 0.25
H -2.90506 17.48227 40.36362 0.12 0.49 0.38
H -0.76385 16.07405 40.18389 -1.79 0.07 -1.35
H -4.49623 19.04977 39.73770 0.73 0.37 -0.05
H -6.73823 19.77422 40.44928 0.03 0.13 0.00
H -8.57540 16.44520 38.71337 0.26 0.11 -0.04
H -6.43667 15.52229 37.99115 0.62 0.71 0.72
H -9.81403 18.00609 40.05267 0.64 -0.02 -0.06
H -9.15815 19.62005 39.69179 0.13 -0.26 -0.40
H -8.82046 18.93595 41.22566 0.10 -0.51 -0.01
C 4.18751 11.50476 34.42499 0.67 0.92 -1.25
C 3.53519 12.45632 35.40408 0.22 -0.26 0.63
N 4.33521 13.77447 35.69583 -2.13 -0.74 -1.62
C 5.73156 13.39601 35.88791 0.53 -0.85 0.35
C 4.17741 14.67121 34.41980 0.64 1.71 1.70
C 4.93247 16.00986 34.68797 0.30 0.27 -0.36
C 3.72441 14.59425 36.86459 -0.52 -1.74 -0.10
C 3.13027 13.67142 37.93992 1.29 -0.20 -0.16
O 4.15744 12.77467 38.37526 -0.54 0.27 1.22
C 3.74725 12.03812 39.54082 1.01 -1.01 0.19
H 5.10984 11.12801 34.84774 0.08 -0.40 0.05
H 4.48931 12.07839 33.51573 -0.36 -0.74 0.26
H 3.54723 10.64395 34.13405 0.23 0.77 0.42
H 3.40308 11.88777 36.31970 0.12 0.46 0.27
H 2.56521 12.74897 35.07069 -0.71 0.49 -0.24
H 5.83714 12.58024 36.63446 -0.27 0.58 -0.60
H 6.28467 14.23568 36.22089 0.49 0.76 0.47
H 6.12483 13.12100 34.91532 0.13 -0.25 0.04
H 3.11661 14.84149 34.24492 0.09 -0.18 0.37
H 4.56256 14.25690 33.51888 0.52 -1.03 -0.30
H 4.48367 16.61186 35.50094 0.13 -0.36 -0.49
H 4.90821 16.65932 33.76880 0.07 -0.82 0.84
H 6.01127 15.81880 34.96612 -1.16 0.29 -0.53
H 2.88608 15.16969 36.47017 0.35 0.09 -0.11
H 4.54781 15.20985 37.19116 -0.07 0.18 0.46
H 2.33294 13.05478 37.56359 -0.60 -0.13 -0.59
H 2.67693 14.22477 38.75641 0.37 0.54 0.22
H 2.69604 11.70357 39.45926 0.50 -0.03 -0.06
H 3.90358 12.52350 40.52018 -0.29 0.71 -0.60
H 4.46187 11.17940 39.64593 -0.91 0.42 -0.53
C -11.71965 10.29280 38.60699 -2.21 0.88 -2.09
C -12.45165 8.96438 38.73879 0.27 0.69 0.70
N -11.55498 7.91471 39.29757 -0.50 -0.91 -0.77
C -10.32177 7.72891 38.47481 -0.02 -1.13 -0.59
C -11.06616 8.30517 40.62599 0.64 -0.51 1.52
C -12.08577 8.91364 41.59206 0.92 -0.71 1.06
C -12.33527 6.63436 39.29616 -1.07 -0.24 0.47
C -11.56538 5.44021 39.85738 -0.60 -0.91 0.04
O -12.20781 4.26957 39.31295 0.33 1.32 1.13
C -11.64138 3.90166 38.08848 0.06 -0.85 0.03
H -12.60172 10.97760 38.62592 0.90 0.11 -0.27
H -11.24658 10.41613 37.60497 -0.35 -0.11 1.01
H -11.06273 10.65095 39.35311 0.62 -0.18 1.09
H -12.91174 8.64952 37.81398 0.52 -0.24 -0.52
H -13.32182 9.02838 39.40547 0.49 0.06 0.20
H -10.54701 6.95542 37.73376 0.18 0.42 -0.15
H -9.47987 7.36707 39.07595 -0.33 0.18 0.02
H -10.07648 8.65475 37.99631 0.17 0.33 -0.22
H -10.20741 8.95305 40.38644 -0.51 0.08 0.70
H -10.63060 7.37697 41.05275 -0.19 0.63 -0.17
H -12.28591 9.93081 41.31588 -0.58 0.39 -0.05
H -11.62295 8.94472 42.60694 0.00 0.11 -0.80
H -12.97884 8.29928 41.79376 0.16 0.32 -0.66
H -12.58564 6.39724 38.24712 0.20 0.28 0.37
H -13.32281 6.80417 39.81199 1.12 -0.14 -0.29
H -11.57432 5.33363 40.97568 -0.04 0.25 -1.09
H -10.53570 5.47096 39.47332 -0.04 -0.05 0.45
H -11.88375 4.56020 37.25499 0.43 0.62 0.08
H -12.19956 3.01493 37.84521 0.23 -0.78 -0.25
H -10.56037 3.69241 38.23972 -0.53 0.13 -0.55
N -12.42773 7.54024 35.50973 0.53 -0.42 2.70
S -13.66753 6.72511 35.15665 0.28 1.31 -1.58
O -13.69598 5.58757 35.98467 -0.69 -0.99 0.48
O -13.76552 6.66476 33.74444 -0.58 -1.17 -1.10
F -14.84893 7.65616 35.53957 -0.24 -0.05 0.69
S -11.48643 8.57340 35.00063 1.25 3.14 0.89
O -11.65044 8.99803 33.67914 -0.37 0.13 -2.54
O -10.12469 8.35560 35.43364 -1.01 0.15 0.37
F -12.02114 10.01795 35.75881 0.76 -2.31 -0.47
N 3.48010 12.88945 29.06071 1.48 -3.24 -3.06
S 4.49547 11.66964 29.17306 3.19 2.32 1.58
O 4.34571 10.71659 28.15867 -0.78 -0.56 -1.03
O 4.70838 11.30010 30.53892 -0.38 -0.44 -0.49
F 5.98509 12.40116 28.79025 -2.37 -0.85 0.38
S 3.12235 13.78269 30.19306 1.08 1.65 2.14
O 3.96417 13.83549 31.33530 0.08 -0.43 0.69
O 1.72693 13.74772 30.36553 -2.72 -0.14 1.13
F 3.32835 15.16359 29.57138 0.28 1.68 -0.99
N -4.24676 14.60842 31.21093 0.15 1.68 1.00
S -4.36927 13.13341 30.95352 1.12 -5.63 -0.42
O -4.75370 12.93458 29.58025 0.14 0.15 0.84
O -4.85214 12.18184 31.95519 0.37 2.17 -1.21
F -2.69933 12.58144 30.97948 -1.79 1.12 -0.27
S -4.10946 15.19493 32.66880 0.09 3.86 -0.31
O -4.62825 14.45892 33.72673 -0.42 -2.03 1.70
O -4.48362 16.58151 32.68044 0.82 -0.77 -0.89
F -2.51499 15.19200 32.85950 -0.57 -0.26 -0.10
N -9.49827 14.38141 34.78335 -2.09 -2.00 -2.11
S -8.93468 15.25768 35.81330 -0.42 1.17 5.51
O -9.98944 15.94440 36.47101 -0.28 0.53 0.27
O -7.72406 15.93057 35.61320 1.90 0.68 -0.77
F -8.47630 14.16425 37.04964 -0.16 0.60 -1.16
S -8.66575 13.55652 33.81613 0.33 -2.74 -1.89
O -8.28263 12.24756 34.27058 -0.77 0.02 0.37
O -7.67894 14.24133 33.11378 2.01 1.76 -1.04
F -9.72901 13.29974 32.63209 -0.21 -0.15 1.09
N -5.06096 8.06897 30.21372 -0.72 -1.71 1.45
S -3.72610 8.34665 29.42483 -1.08 -1.04 -2.08
O -3.32659 9.68827 29.63687 0.52 0.62 0.16
O -3.82391 7.86420 28.04976 1.07 0.53 2.02
F -2.66165 7.44842 30.23378 -0.06 0.31 -0.59
S -5.37890 6.52089 30.57405 -0.04 2.06 -0.35
O -4.71613 5.60418 29.74307 0.87 -1.34 -0.81
O -6.75935 6.30840 30.82563 -0.44 0.48 0.60
F -4.65252 6.31249 31.99829 -0.29 0.31 -0.05
N -0.86179 9.24813 36.64670 -0.58 -1.62 0.26
S 0.61048 9.55567 36.50114 2.89 2.19 1.58
O 1.01775 10.88895 36.85812 -0.51 -0.06 0.05
O 1.21775 9.06026 35.32965 -0.10 -1.37 -1.04
F 1.30799 8.70015 37.72245 -0.52 0.05 -0.64
S -1.81408 10.02378 37.63131 1.62 2.88 -2.07
O -2.71689 9.16316 38.22900 -1.94 -1.71 1.30
O -2.25053 11.17548 36.88213 -0.08 -0.05 1.53
F -0.87245 10.53525 38.81111 -0.51 -0.14 -0.50
N 1.04661 7.23829 31.36502 1.61 -1.07 -0.21
S 1.90862 5.96096 31.90536 -0.12 3.85 1.73
O 1.43302 4.74483 31.41682 -0.29 -2.21 -0.64
O 1.99522 6.24527 33.30781 0.31 -0.87 0.01
F 3.34776 6.15483 31.34966 -0.09 -0.10 -0.11
S 0.93417 7.24073 29.78971 -0.16 3.18 0.20
O 0.08330 6.23942 29.31097 -1.59 -1.50 -1.09
O 2.08316 7.57505 29.02928 0.17 0.17 0.16
F 0.01056 8.64381 29.77522 0.74 -1.14 -0.23
N 0.99251 16.04131 36.02939 0.02 -0.67 -2.15
S 0.91268 17.24653 37.04449 2.24 -0.81 -3.47
O 1.53127 16.66568 38.15472 0.34 0.16 3.09
O -0.30895 17.90499 36.96961 -1.97 1.50 1.04
F 2.00007 18.30809 36.49034 -0.82 -0.67 0.41
S 0.58629 16.09188 34.48708 -0.12 0.90 1.37
O -0.46294 17.03340 34.20715 0.74 -0.56 -0.58
O 0.49552 14.74210 33.99968 0.27 0.57 -0.10
F 1.93782 16.70661 33.80942 -1.21 -0.46 0.28
N -5.96781 5.24294 37.36165 -1.34 -0.97 -2.31
S -6.72581 4.65617 36.00259 0.80 1.86 3.86
O -8.10551 4.95581 35.83051 -0.36 0.15 -0.04
O -6.24032 3.35007 35.82060 0.42 -0.81 -0.77
F -6.00383 5.60035 34.98077 0.30 0.09 -0.88
S -6.27867 6.36052 38.39767 2.43 -0.09 -1.08
O -4.97004 6.91864 38.70744 -1.30 -0.48 0.91
O -7.25774 6.01343 39.36619 -0.18 0.50 0.33
F -6.88555 7.62886 37.61371 -0.86 -0.44 -0.25
N -4.68740 14.64227 40.84030 0.50 -0.30 -0.74
S -4.81836 13.23586 40.19097 3.72 0.45 0.95
O -4.55255 13.33429 38.83025 1.19 0.72 -3.64
O -5.85393 12.39563 40.49875 -3.22 -2.54 1.90
F -3.44795 12.51953 40.77192 -1.13 0.49 -0.32
S -5.52971 15.01111 42.07619 1.75 2.70 1.75
O -6.59974 14.17055 42.34669 -1.72 -1.58 1.04
O -5.77132 16.42626 42.03543 0.35 -0.13 0.17
F -4.41413 14.81895 43.30351 -1.52 0.17 -1.51
```
Forces are in eV/Å.

Properties
frontier orbital gap	7.4	eV
charge	+2
maximum force	5.76	eV/A
molecular weight	3025.1	g mol⁻¹
highest occupied orbital energy	-12.915	eV

Mulliken population analysis, charges in e, atoms 1 to 8: -0.860 0.251 -0.507 -0.833 0.583 -0.430 -1.049 0.974